[1]
DFT (wB97M-V/def2-TZVPD) results for a cluster of 2 separate species, C4H5NOS in total.

```
12
Properties=species:S:1:pos:R:3:forces:R:3:nbo_charge:R:1
C -0.463033 0.165537 1.188143 0.223 0.431 0.119 -0.2985
C -0.062293 1.500600 1.426543 -2.319 -1.487 1.704 -0.4348
C 0.009784 -0.223787 -0.061419 0.287 2.151 -0.504 0.2381
C -0.041278 -1.503327 -0.744557 0.541 1.493 -1.792 -0.6654
N 0.650281 0.768904 -0.656546 0.410 -0.393 -4.726 -0.4217
O 0.728694 0.898440 -2.580555 0.056 -0.292 3.734 -0.4679
S 0.747872 2.163611 0.140699 -0.013 0.107 -0.049 0.8026
H -1.074546 -0.620991 1.675064 0.434 1.362 0.583 0.2463
H -0.449578 2.085212 2.263870 0.621 -0.088 -0.191 0.2539
H 0.477662 -1.257526 -1.710250 -0.544 -1.016 0.688 0.2869
H 0.497694 -2.086807 -0.077129 1.221 -1.951 0.669 0.2278
H -1.021261 -1.889868 -0.863863 -0.916 -0.318 -0.236 0.2327
```
Forces are in eV/Å.

## Properties
HOMO energy (spin up / spin down): -0.344 / -0.344 Ha
total charge: 0
HOMO-LUMO gap (spin up / spin down): 8.95 / 8.95 eV
molar mass: 115.16 g/mol

***

[2]
DFT (wB97M-V/def2-TZVPD) results for the molecule C4H5NOS.

```
12
Properties=species:S:1:pos:R:3:forces:R:3:nbo_charge:R:1
C 2.240480 1.044522 -0.130990 -7.475 3.641 -2.011 -0.1237
C 0.593494 1.118874 0.158428 8.086 -0.401 -0.274 -0.4553
C 2.608718 -0.280294 0.113082 2.488 -3.587 -0.305 0.4464
C -0.837142 -1.128211 -0.145078 0.710 1.433 0.411 -0.7360
N 1.717755 -1.057361 0.726346 -1.532 -1.125 1.657 -0.8028
O 3.653867 -0.806494 -0.296550 0.104 1.162 -0.060 -0.6041
S 0.328820 -0.336427 1.099754 0.659 -0.219 -1.303 1.0365
H 2.795163 1.638334 -0.986715 -1.254 -0.804 2.340 0.2610
H -0.016512 1.955790 0.319661 -0.683 1.264 -0.284 0.2194
H -1.757005 -1.262943 0.446746 0.169 -0.193 -0.879 0.2340
H -0.284909 -2.033865 -0.462490 -0.643 0.516 0.167 0.2737
H -0.838389 -0.285076 -0.905537 -0.629 -1.686 0.541 0.2509
```
Forces are in eV/Å.

## Properties
HOMO energy (spin up / spin down): -0.324 / -0.324 Ha
total charge: 0
HOMO-LUMO gap (spin up / spin down): 7.39 / 7.39 eV
molar mass: 115.16 g/mol

***

[3]
DFT (wB97M-V/def2-TZVPD) results for the molecule C4H5NOS.

```
12
Properties=species:S:1:pos:R:3:forces:R:3:nbo_charge:R:1
C -2.092761 -0.560435 -0.371061 -0.527 1.923 0.719 -0.5234
C -0.857917 -0.255182 0.063987 -1.262 2.223 -1.145 0.4130
N 0.296642 -1.035755 0.507216 -1.137 -4.610 -3.641 -0.5985
C 1.330322 -0.300940 0.159606 5.079 4.064 -0.145 0.1502
S 3.010423 -0.277535 -0.248511 -2.334 -1.944 0.677 -0.1447
C 0.914066 1.156235 0.245870 -0.394 -0.478 -0.869 -0.1694
O -0.486888 1.142252 -0.095891 0.380 -2.766 1.856 -0.4906
H -2.696935 0.478970 -0.727844 1.504 -3.546 1.046 0.2596
H -2.541564 -1.545169 -0.109450 0.191 1.023 -0.744 0.2310
H 0.416283 -2.091376 -0.062974 -0.899 3.648 2.558 0.4394
H 1.315819 1.592123 1.167471 -1.089 -0.003 0.434 0.2131
H 1.392515 1.696814 -0.528418 0.488 0.467 -0.747 0.2202
```
Forces are in eV/Å.

## Properties
structure (SMILES): C=C1NC(=S)CO1
HOMO energy: -0.316 Ha
total charge: 0
HOMO-LUMO gap: 8.59 eV
molar mass: 115.16 g/mol

***

[4]
DFT (wB97M-V/def2-TZVPD) results for a cluster of 2 separate species, C4H5NOS in total.

```
12
Properties=species:S:1:pos:R:3:forces:R:3:nbo_charge:R:1
C 0.589756 1.149427 0.472712 1.455 0.277 1.742 -0.0090
C 0.383324 -0.058053 0.186863 0.720 3.981 1.261 -0.1272
C 1.339569 2.350568 1.365527 -2.370 -3.382 -1.889 -0.2559
C 0.166666 -1.331458 -0.129374 0.167 -2.680 -1.343 -0.3899
N -3.284766 -1.368333 -0.447176 -5.737 -4.402 2.577 -0.9632
O -5.474164 0.004015 -0.295544 0.454 -1.484 0.235 -0.8579
S -4.784656 -1.284205 -0.118941 2.386 2.024 -0.999 1.4392
H 1.014721 2.420428 2.381698 -0.074 -0.128 0.290 0.1804
H 1.807062 3.161341 0.887149 0.454 0.583 -0.707 0.1782
H 0.468155 -1.785959 -1.074082 0.031 0.761 -0.232 0.2059
H -0.109318 -2.170681 0.490792 -0.409 0.585 0.862 0.2172
H -2.673581 -0.760294 -0.787039 2.923 3.865 -1.798 0.3821
```
Forces are in eV/Å.

## Properties
HOMO energy (spin up / spin down): -0.278 / -0.363 Ha
multiplicity: 3
total charge: 0
expectation value of S²: 2.03
HOMO-LUMO gap (spin up / spin down): 6.91 / 8.10 eV
molar mass: 115.16 g/mol

***

[5]
DFT (wB97M-V/def2-TZVPD) results for a cluster of 2 separate species, C4H5NS in total.

```
11
Properties=species:S:1:pos:R:3:forces:R:3:nbo_charge:R:1
C 1.736614 0.581632 -0.002224 -0.016 0.904 0.455 0.2073
C -1.804066 0.401838 0.454802 0.378 -1.716 1.261 -0.5283
C -1.307190 1.019437 -0.524978 -0.200 1.236 -1.528 -0.0618
C 1.038026 -0.346792 -0.763645 0.694 0.619 1.477 -0.5512
N 2.141728 1.272087 0.833495 0.279 0.072 -0.302 -0.3031
S 0.597004 -1.721167 0.074287 -1.545 -2.783 -1.090 0.1908
H -2.625521 0.545917 1.118823 -0.474 0.551 0.138 0.2370
H -1.209292 -0.516693 0.659749 -0.326 -0.176 0.392 0.2018
H -0.651771 0.884279 -1.355993 0.309 0.418 -0.202 0.2002
H 1.060749 -0.421899 -1.804929 0.160 -0.066 -1.310 0.2552
H 1.023716 -1.698639 1.310611 0.739 0.941 0.709 0.1521
```
Forces are in eV/Å.

## Properties
HOMO energy (spin up / spin down): -0.312 / -0.306 Ha
total charge: 0
HOMO-LUMO gap (spin up / spin down): 7.40 / 8.27 eV
molar mass: 99.16 g/mol

***

[6]
DFT (wB97M-V/def2-TZVPD) results for the ion C4H5O2 with charge -1.

```
11
Properties=species:S:1:pos:R:3:forces:R:3:nbo_charge:R:1
C -1.954649 0.506005 -1.729895 1.856 -0.725 2.073 0.7127
C 1.027994 0.048947 -0.220271 -2.266 0.723 1.814 -0.3649
C -0.257369 0.527342 0.431640 -0.048 -3.895 0.389 -0.5285
C -1.351399 -0.096010 -0.400505 0.965 -2.346 -1.736 -0.1739
O -1.197461 1.271174 -2.341691 0.139 0.700 -0.485 -0.7726
O -3.074451 0.074905 -1.953912 -1.745 -0.284 -0.763 -0.7507
H 1.075697 0.453889 -1.146764 0.550 1.228 -2.904 0.1769
H 1.544203 -0.853235 -0.107141 0.298 -1.402 0.685 0.1543
H -0.475167 0.098193 1.405439 0.670 0.309 0.636 0.1860
H -0.338056 1.536799 0.431558 -0.162 3.135 0.053 0.2080
H -1.337285 -1.288245 -0.402581 -0.256 2.556 0.239 0.1528
```
Forces are in eV/Å.

## Properties
HOMO energy (spin up / spin down): -0.137 / -0.122 Ha
total charge: -1
HOMO-LUMO gap (spin up / spin down): 8.10 / 7.29 eV
molar mass: 85.08 g/mol

***

[7]
DFT (wB97M-V/def2-TZVPD) results for the molecule C4H5O2P.

```
12
Properties=species:S:1:pos:R:3:forces:R:3:nbo_charge:R:1
O -2.649586 -0.605918 -0.043263 -0.060 -0.148 0.419 -0.4888
C -1.523596 -0.325504 -0.322723 1.585 -1.926 -1.460 0.5442
C -1.015280 0.993235 -0.694354 1.636 1.962 -0.877 -0.2664
C 0.348009 1.142436 -0.801798 -3.277 0.171 1.161 -0.4972
P 1.114691 -0.255434 -0.057519 1.947 -1.853 -4.136 1.6762
O 2.487846 -0.521278 -0.626979 -1.372 0.122 1.469 -1.0486
C -0.265266 -1.366214 -0.664805 -1.030 1.673 1.437 -0.8286
H -1.704164 1.804175 -0.970305 0.144 -0.472 0.226 0.2355
H 0.801477 2.065921 -1.081249 0.358 0.371 -0.212 0.2490
H 0.889842 -0.077700 1.259425 0.086 -0.030 1.527 -0.0898
H -0.328579 -2.373687 -0.256908 -0.167 0.198 0.110 0.2538
H -0.191330 -1.369839 -1.760060 0.149 -0.068 0.336 0.2608
```
Forces are in eV/Å.

## Properties
structure (SMILES): O=C1C=C[P@H](=O)C1
HOMO energy: -0.365 Ha
total charge: 0
HOMO-LUMO gap: 9.16 eV
molar mass: 116.06 g/mol

***

[8]
DFT (wB97M-V/def2-TZVPD) results for a structure of composition C4H5O2S3.

```
14
Properties=species:S:1:pos:R:3:forces:R:3:nbo_charge:R:1
C -0.499265 -1.196757 0.793288 -0.644 -1.820 1.710 0.7765
C 0.712099 0.276340 -0.502639 0.469 -1.671 -0.217 -0.3186
C 0.538671 -0.222211 1.193703 -0.725 4.014 -4.109 -0.5087
C -0.234288 0.886976 -1.324738 3.888 -0.584 1.198 -0.3320
O -1.649793 -0.704731 0.338992 0.048 -2.967 1.370 -0.7152
O -0.320622 -2.409606 0.947587 -0.193 1.224 -0.591 -0.6606
S 2.054615 -0.624540 2.004374 -0.960 -2.380 0.482 -0.0364
S 0.232190 1.189213 -3.080212 -2.098 1.684 0.943 -0.0877
S -1.532238 1.702104 -0.722562 -2.071 2.526 -0.100 -0.3562
H 1.488347 -0.382636 -0.951000 -0.329 0.732 0.228 0.1891
H 0.192548 0.779191 1.537298 -0.380 -1.037 0.235 0.2506
H 1.494856 -1.878992 2.444902 0.996 1.588 -0.601 0.1711
H -0.746337 2.313126 -3.043277 1.806 -1.999 -0.389 0.1666
H -1.730784 0.272523 0.364285 0.193 0.691 -0.160 0.4616
```
Forces are in eV/Å.

## Properties
HOMO energy: -0.140 Ha
total charge: -1
HOMO-LUMO gap: 6.89 eV
molar mass: 181.28 g/mol

***

[9]
DFT (wB97M-V/def2-TZVPD) results for a structure of composition C4H5O2Tl.

```
12
Properties=species:S:1:pos:R:3:forces:R:3:mulliken_spin:R:1
O -2.762687 1.349530 0.254501 1.954 -0.779 0.576 0.0164
C -1.593206 1.023886 0.315885 -1.782 2.146 -1.584 0.0406
C -1.138118 -0.402339 0.272704 0.434 -1.420 0.723 0.0304
C 0.362946 -0.540109 0.295316 -1.735 -1.144 2.106 0.3630
C 1.152436 -0.223641 -0.753198 2.378 0.918 -3.199 0.1953
O 2.458429 -0.324550 -0.817289 -11.221 -1.252 -4.823 0.2665
Tl 4.002202 -0.158816 0.143497 9.486 1.112 5.622 0.0332
H -0.784966 1.778845 0.177272 -0.310 0.037 0.488 -0.0018
H -1.558383 -0.868699 1.181797 0.156 -0.061 -0.466 0.0039
H 0.826591 -0.923689 1.209971 -0.109 0.200 -0.207 0.0075
H 0.674668 0.157754 -1.673657 0.221 -0.014 0.367 0.0090
H -1.639911 -0.868173 -0.606794 0.526 0.256 0.398 0.0359
```
Forces are in eV/Å.

## Properties
HOMO energy (spin up / spin down): -0.516 / -0.515 Ha
multiplicity: 2
total charge: +1
expectation value of S²: 0.76
HOMO-LUMO gap (spin up / spin down): 9.70 / 5.94 eV
molar mass: 289.46 g/mol

***

[10]
DFT (wB97M-V/def2-TZVPD) results for a structure of composition C4H5O2V.

```
12
Properties=species:S:1:pos:R:3:forces:R:3:nbo_charge:R:1
H 4.518676 0.388318 0.444033 -0.020 0.024 -0.151 0.4968
O 3.595760 0.124502 0.377252 -0.315 -0.599 -0.459 -0.7987
V 1.794901 1.157301 -0.240616 0.106 -0.274 -0.212 0.6680
O 1.692485 -1.224345 -4.982546 0.176 0.194 0.672 -0.5253
C 1.972940 -0.743797 -3.907101 -0.001 0.104 -0.850 0.4556
C 1.862738 -1.462770 -2.592005 -0.442 -0.160 0.326 -0.5741
C 2.263188 -0.588336 -1.439949 0.180 0.191 0.638 -0.4583
C 3.374450 -0.806382 -0.760482 0.414 0.581 -0.051 -0.0118
H 2.335032 0.308446 -3.839927 -0.069 -0.163 -0.053 0.1033
H 2.417914 -2.413874 -2.652991 -0.122 0.221 -0.068 0.2254
H 0.788613 -1.716220 -2.498935 0.426 -0.105 -0.045 0.2437
H 4.233283 -1.466375 -0.925831 -0.334 -0.015 0.255 0.1753
```
Forces are in eV/Å.

## Properties
HOMO energy (spin up / spin down): -0.241 / -0.329 Ha
multiplicity: 5
total charge: 0
expectation value of S²: 6.01
HOMO-LUMO gap (spin up / spin down): 6.67 / 8.91 eV
molar mass: 136.03 g/mol

***

[11]
DFT (wB97M-V/def2-TZVPD) results for a structure of composition C4H5O3Sc.

```
13
Properties=species:S:1:pos:R:3:forces:R:3:nbo_charge:R:1
C 1.362770 -1.342032 -0.664557 -0.341 -0.201 0.758 -0.6725
H 1.934307 -1.302589 0.273278 -0.094 0.006 -0.316 0.2425
H 2.062405 -1.256979 -1.508893 -0.257 0.169 0.123 0.2756
H 0.870608 -2.322247 -0.736107 0.127 0.375 -0.019 0.2623
C 0.773858 1.121079 -0.467282 -1.754 0.036 3.725 0.2321
C 0.355156 -0.227601 -0.730778 -1.201 -1.284 -0.694 0.0683
O -0.917507 -0.314526 0.582502 1.926 -0.463 -0.926 -0.5039
C -1.156658 0.919095 0.798858 -1.635 0.011 -1.766 1.0268
O -0.391560 1.769784 0.143730 1.875 0.907 -0.736 -0.4748
O -2.192347 1.362488 1.346787 1.030 -0.375 0.357 -0.8041
H 1.573425 1.177282 0.289546 0.422 0.770 -1.046 0.1905
H -0.335288 -0.330129 -1.580923 -0.006 0.022 0.464 0.2425
Sc -3.939169 0.746374 2.253839 -0.092 0.028 0.077 0.9147
```
Forces are in eV/Å.

## Properties
HOMO energy (spin up / spin down): -0.367 / -0.536 Ha
multiplicity: 2
total charge: +1
expectation value of S²: 1.75
HOMO-LUMO gap (spin up / spin down): 3.98 / 11.08 eV
molar mass: 146.04 g/mol

***

[12]
DFT (wB97M-V/def2-TZVPD) results for a cluster of 2 separate species, C4H5O6PS2 in total.

```
18
Properties=species:S:1:pos:R:3:forces:R:3:nbo_charge:R:1
C 0.085793 0.282965 0.886455 0.408 1.282 -1.407 -0.1558
C 0.701361 1.253954 -1.160329 1.432 -0.118 3.666 -0.8998
C -0.306204 -0.934201 0.623527 -1.507 -0.785 1.443 -0.3025
C -1.068387 -1.806777 1.729615 -0.312 0.821 -0.644 -0.0650
O -0.968390 2.208197 -2.940959 -0.116 -0.067 0.061 -1.1529
O 0.988582 0.643799 -3.765927 -0.969 0.604 1.500 -1.1672
O -0.955922 -0.284426 -2.479221 -1.921 1.701 -0.647 -1.0023
O 1.084226 0.420908 3.259150 1.063 -1.255 1.567 -1.0470
O 2.523278 2.974340 -1.912402 0.506 0.415 -0.128 -0.9835
O -0.482773 -1.769658 2.996623 1.333 1.338 0.541 -0.7958
P -0.037574 1.069814 -2.708570 0.186 -0.682 -3.703 2.3062
S 0.193551 1.160945 2.300501 -1.040 2.064 -1.464 0.7279
S 1.980782 2.151589 -0.806253 -1.102 -0.678 0.016 1.0716
H -0.177117 -1.267193 -0.375065 -0.016 -0.846 -0.359 0.1982
H -0.409888 -0.914450 -2.092954 1.482 -1.882 0.720 0.4559
H -2.168418 -1.473358 1.949107 1.510 -0.494 -1.386 0.1533
H -0.997254 -2.852974 1.356629 -0.516 0.478 0.236 0.1523
H 0.014354 -0.863473 3.140072 -0.422 -1.897 -0.010 0.5062
```
Forces are in eV/Å.

## Properties
HOMO energy: -0.031 Ha
total charge: -2
HOMO-LUMO gap: 6.23 eV
molar mass: 244.19 g/mol

***

E, record by record: -683.3999, -683.4228, -683.4799, -683.3253, -608.1502, -305.8147, -647.2228, -1500.4565, -477.9790, -1249.7227, -1141.4639, -1744.5339 Eh